1.
{
  "formula": "C8H8BNO9Pb3",
  "method": "the ωB97M-V functional and the def2-TZVPD basis",
  "species": ["Pb", "Pb", "Pb", "O", "C", "O", "B", "O", "C", "O", "O", "C", "O", "C", "O", "O", "O", "H", "C", "C", "C", "C", "N", "H", "H", "H", "H", "H", "H", "H"],
  "xyz": [[-3.095, -2.925, 3.506], [-1.183, -6.323, 2.720], [1.430, -3.570, 2.193], [0.803, -1.603, 0.576], [1.669, -0.831, 0.050], [1.629, -0.309, -1.196], [2.852, 0.459, -1.532], [3.607, 0.523, -0.258], [2.977, -0.237, 0.630], [3.393, -0.573, 1.761], [2.466, 1.739, -2.076], [2.893, 1.839, -3.320], [2.644, 2.752, -4.054], [3.820, 0.588, -3.627], [3.780, -0.163, -2.523], [4.389, 0.305, -4.708], [-0.951, -3.891, 2.655], [-1.023, -3.097, 2.090], [-3.000, 2.527, 1.487], [-3.236, 1.620, 0.218], [-2.038, 0.608, -0.062], [-2.204, -0.728, 0.534], [-2.388, -1.781, 0.964], [-2.080, 3.110, 1.469], [-2.863, 1.930, 2.388], [-3.821, 3.240, 1.566], [-3.057, 2.394, -0.528], [-4.225, 1.227, -0.018], [-1.001, 0.813, 0.207], [-2.187, 0.356, -1.112]],
  "homo_lumo_gap_ev": 1.406,
  "lumo_energy_ev": -17.608,
  "e_above_lowest_kj_mol": 23.4,
  "total_charge": 4,
  "e_homo_ev": -19.01,
  "energy_ha": -1643.240020
}

=====

2.
{
  "formula": "C8H8Cl2CoLuN2O3",
  "method": "the ωB97M-V functional and the def2-TZVPD basis",
  "species": ["Lu", "Co", "Cl", "Cl", "C", "C", "C", "O", "O", "O", "C", "C", "C", "C", "N", "N", "C", "H", "H", "H", "H", "H", "H", "H", "H"],
  "xyz": [[0.512, 0.127, -2.804], [0.156, 1.495, -0.569], [-1.030, -1.722, -2.825], [-0.480, 2.524, -2.396], [1.725, 2.069, -0.206], [1.172, -1.088, -4.822], [0.835, 1.374, -4.871], [2.750, 2.522, 0.138], [1.372, -1.475, -5.891], [1.054, 1.855, -5.897], [0.947, -1.738, 3.588], [0.229, -0.980, 2.545], [-1.135, -0.724, 2.385], [-1.280, 0.095, 1.270], [-0.037, 0.284, 0.721], [0.850, -0.380, 1.524], [-2.484, 0.657, 0.648], [0.804, -1.275, 4.576], [0.523, -2.750, 3.645], [2.023, -1.798, 3.382], [-1.923, -1.084, 3.028], [1.856, -0.387, 1.354], [-3.116, -0.155, 0.256], [-3.065, 1.205, 1.405], [-2.261, 1.350, -0.184]],
  "homo_lumo_gap_ev": [7.824, 5.194],
  "lumo_energy_ev": [-16.816, -19.416],
  "e_above_lowest_kj_mol": 107.5,
  "total_charge": 4,
  "spin_multiplicity": 5,
  "e_homo_ev": [-24.64, -24.61],
  "energy_ha": -4181.703234
}

=====

3.
{
  "formula": "C8H8Cl2FNOS",
  "method": "the ωB97M-V functional and the def2-TZVPD basis",
  "species": ["C", "C", "C", "C", "C", "C", "C", "C", "N", "O", "F", "S", "Cl", "Cl", "H", "H", "H", "H", "H", "H", "H", "H"],
  "xyz": [[-2.017, 2.620, -0.349], [-1.524, 1.817, -1.367], [-1.752, 2.320, 0.976], [-0.758, 0.703, -1.067], [-0.985, 1.209, 1.289], [-0.520, 0.417, 0.261], [-0.157, -3.441, 0.032], [3.527, -0.016, -0.339], [-0.013, -2.081, -0.327], [0.305, -1.333, 2.108], [2.950, 0.168, -1.555], [0.524, -1.015, 0.700], [4.992, -0.908, -0.465], [3.614, 1.468, 0.537], [-2.610, 3.489, -0.595], [-1.734, 2.059, -2.397], [-2.135, 2.948, 1.766], [-0.360, 0.058, -1.834], [-0.758, 0.946, 2.311], [0.743, -4.006, -0.237], [-0.986, -3.847, -0.554], [-0.345, -3.575, 1.105]],
  "homo_lumo_gap_ev": [7.697, 7.840],
  "lumo_energy_ev": [-0.896, -1.194],
  "e_homo_ev": [-8.59, -9.03],
  "energy_ha": -1857.924112
}

=====

4.
{
  "formula": "C8H8Cl2OS",
  "method": "the ωB97M-V functional and the def2-TZVPD basis",
  "species": ["C", "C", "C", "C", "C", "C", "C", "C", "O", "S", "Cl", "Cl", "H", "H", "H", "H", "H", "H", "H", "H"],
  "xyz": [[-0.256, -2.451, -0.611], [-0.799, -2.430, 0.603], [0.826, -0.780, 0.593], [0.361, -1.069, -0.827], [-0.578, -1.046, 1.209], [-0.864, -0.134, -0.858], [-1.414, -0.115, 0.351], [1.455, 3.471, -0.245], [-1.099, 3.185, -0.801], [-0.065, 2.848, 0.194], [1.831, 4.327, -1.618], [2.614, 3.190, 0.944], [-0.093, -3.170, -1.395], [-1.262, -3.349, 0.985], [1.626, -1.635, 0.831], [1.061, 0.307, 0.896], [0.938, -0.979, -1.627], [-0.789, -0.815, 2.297], [-1.228, 0.426, -1.791], [-2.266, 0.220, 0.869]],
  "homo_lumo_gap_ev": 7.989,
  "lumo_energy_ev": -0.638,
  "e_above_lowest_kj_mol": 255.6,
  "e_homo_ev": -8.63,
  "energy_ha": -1703.281562
}

=====

5.
{
  "formula": "C8H8Cl2Si",
  "method": "the ωB97M-V functional and the def2-TZVPD basis",
  "species": ["Cl", "C", "C", "C", "C", "C", "C", "C", "C", "H", "H", "H", "H", "H", "Si", "Cl", "H", "H", "H"],
  "xyz": [[-1.810, 1.407, 3.773], [-0.970, 1.393, 2.382], [-0.376, 1.174, 1.367], [0.235, 1.242, 0.082], [1.560, 0.728, 0.020], [2.013, 0.348, -1.231], [1.118, 0.168, -2.239], [-0.144, 0.693, -2.185], [-0.639, 1.187, -0.983], [2.242, 0.688, 0.897], [2.963, -0.127, -1.408], [1.548, -0.231, -3.127], [-0.811, 0.909, -2.995], [-1.656, 1.619, -0.980], [-1.222, -2.168, 1.422], [0.427, -3.344, 1.000], [-2.274, -3.006, 1.821], [-1.752, -1.347, 0.163], [-0.450, -1.333, 2.221]],
  "homo_lumo_gap_ev": 9.328,
  "lumo_energy_ev": 0.587,
  "e_above_lowest_kj_mol": 400.4,
  "smiles": "ClC#Cc1ccccc1.[SiH3]Cl",
  "e_homo_ev": -8.74,
  "energy_ha": -1519.423477
}

=====

6.
{
  "formula": "C8H8Cl3O3PS",
  "method": "the ωB97M-V functional and the def2-TZVPD basis",
  "species": ["C", "O", "P", "S", "O", "C", "O", "C", "C", "C", "Cl", "C", "Cl", "C", "C", "Cl", "H", "H", "H", "H", "H", "H", "H", "H"],
  "xyz": [[1.588, 0.528, 3.847], [0.877, 1.294, 2.575], [-0.473, 0.527, 2.204], [-0.649, -1.447, 2.383], [-1.623, 1.522, 3.044], [-2.986, 1.192, 3.158], [-0.738, 1.349, 0.743], [-0.291, 0.468, -0.297], [-0.943, -0.469, -0.959], [-0.236, -1.200, -2.094], [-1.170, -2.606, -2.727], [0.919, -0.478, -2.632], [1.466, -1.446, -4.161], [1.503, 0.498, -2.103], [0.761, 1.075, -0.836], [1.727, 2.296, -0.167], [2.579, 0.790, 3.749], [1.098, 1.104, 4.811], [1.336, -0.446, 3.934], [-3.443, 1.594, 2.404], [-3.368, 1.488, 4.119], [-3.179, 0.050, 3.198], [-1.637, -1.152, -0.422], [2.235, 0.985, -2.619]],
  "homo_lumo_gap_ev": 8.559,
  "lumo_energy_ev": -0.298,
  "e_above_lowest_kj_mol": 511.2,
  "smiles": "COP(=S)(OC)Oc1cc(Cl)c(Cl)cc1Cl",
  "e_homo_ev": -8.86,
  "energy_ha": -2655.385638
}

=====

7.
{
  "formula": "C8H8F2I2N3",
  "method": "the ωB97M-V functional and the def2-TZVPD basis",
  "species": ["C", "C", "C", "C", "C", "C", "C", "C", "N", "N", "N", "F", "F", "I", "I", "H", "H", "H", "H", "H", "H", "H", "H"],
  "xyz": [[0.116, -2.582, -0.146], [0.433, -1.907, -1.321], [-0.140, -1.899, 1.041], [0.480, -0.510, -1.269], [-0.008, -0.513, 1.024], [0.631, 0.527, -2.263], [-0.678, 0.010, 3.497], [-0.299, 0.505, 2.125], [0.321, 0.091, -0.090], [-0.253, 3.816, -1.981], [0.343, 0.451, -3.526], [-1.303, 1.294, 1.622], [0.779, 1.341, 2.182], [0.239, 2.363, -0.843], [1.056, 4.943, -3.005], [0.028, -3.658, -0.157], [0.610, -2.452, -2.235], [-0.435, -2.422, 1.935], [-1.617, -0.535, 3.444], [-0.816, 0.879, 4.138], [0.106, -0.616, 3.910], [-0.052, -0.385, -3.953], [0.457, 1.257, -4.129]],
  "homo_lumo_gap_ev": [6.481, 5.633],
  "lumo_energy_ev": [-5.272, -5.573],
  "total_charge": 1,
  "e_homo_ev": [-11.75, -11.21],
  "energy_ha": -1268.623430
}

=====

8.
{
  "formula": "C8H8F2N3S",
  "method": "the ωB97M-V functional and the def2-TZVPD basis",
  "species": ["H", "N", "C", "C", "N", "C", "C", "F", "C", "F", "N", "C", "C", "S", "C", "H", "H", "H", "H", "H", "H", "H"],
  "xyz": [[-1.642, -1.280, 0.577], [-1.317, -0.552, 1.128], [-1.171, 0.491, 0.418], [-1.195, 0.679, -1.042], [-1.522, 1.938, -1.484], [-2.203, 2.912, -0.926], [-1.019, -0.462, -1.822], [-1.432, -0.322, -3.103], [-0.238, -1.626, -1.629], [-0.499, -2.622, -2.551], [0.594, -1.936, -0.710], [0.990, -1.204, 0.242], [1.516, -0.473, 1.063], [2.435, 0.225, 2.206], [3.241, -1.355, 2.646], [-0.708, 1.357, 0.878], [-1.264, 2.043, -2.528], [-2.076, 3.799, -1.571], [-2.634, 2.927, 0.162], [4.001, -1.015, 3.396], [2.371, -1.899, 2.996], [3.772, -1.629, 1.652]],
  "homo_lumo_gap_ev": 5.788,
  "lumo_energy_ev": -6.120,
  "e_above_lowest_kj_mol": 31.3,
  "smiles": "[H]\\N=C/C([NH+]=C)=C(F)\\C(F)=N/C#CSC",
  "total_charge": 1,
  "e_homo_ev": -11.91,
  "energy_ha": -1071.361440
}

=====

9.
{
  "formula": "C8H8F3N5O6S",
  "method": "the ωB97M-V functional and the def2-TZVPD basis",
  "species": ["C", "N", "N", "C", "C", "S", "O", "O", "C", "F", "F", "F", "C", "C", "N", "O", "O", "C", "N", "O", "N", "O", "C", "H", "H", "H", "H", "H", "H", "H", "H"],
  "xyz": [[0.111, -0.130, 3.153], [-0.372, 0.129, 1.843], [-0.002, 1.369, 1.261], [-0.060, 1.143, -0.332], [0.640, -0.195, -0.537], [2.371, -0.246, -0.150], [2.692, -1.527, 0.445], [2.707, 0.997, 0.553], [3.345, -0.124, -1.798], [4.652, -0.121, -1.496], [3.061, -1.170, -2.595], [3.040, 1.016, -2.446], [-0.007, -1.371, -0.801], [-1.348, -1.372, -1.211], [-2.046, -2.655, -1.235], [-3.232, -2.776, -1.591], [-1.372, -3.642, -0.844], [-2.055, -0.113, -1.295], [-3.423, 0.101, -1.360], [-3.583, 1.435, -1.090], [-2.292, 2.077, -0.859], [-2.233, 3.277, -0.644], [-1.371, 1.082, -1.000], [-0.123, -1.156, 3.400], [1.199, -0.021, 3.185], [-0.351, 0.531, 3.888], [-1.365, -0.001, 1.739], [0.998, 1.611, 1.444], [-0.597, 2.103, 1.701], [0.492, 2.054, -0.591], [0.525, -2.304, -0.736]],
  "homo_lumo_gap_ev": 7.420,
  "lumo_energy_ev": -0.997,
  "smiles": "CN[NH2+][C@H]1C(S(=O)(=O)C(F)(F)F)=CC(=[N+]([O-])[O-])c2no[n+]([O-])c21",
  "e_homo_ev": -8.42,
  "energy_ha": -1732.293868
}

=====

10.
{
  "formula": "C8H8FeN2O5S",
  "method": "the ωB97M-V functional and the def2-TZVPD basis",
  "species": ["O", "C", "Fe", "O", "C", "C", "O", "C", "O", "C", "O", "C", "N", "C", "S", "N", "C", "H", "H", "H", "H", "H", "H", "H", "H"],
  "xyz": [[0.394, 0.762, -5.993], [0.394, 0.762, -4.858], [0.394, 0.763, -1.964], [-1.167, -1.868, -1.875], [-0.580, -0.880, -1.949], [1.369, 2.406, -1.950], [1.955, 3.395, -1.877], [-1.248, 1.738, -1.949], [-2.237, 2.324, -1.876], [2.038, -0.211, -1.949], [3.026, -0.797, -1.874], [0.666, -2.026, 2.219], [1.049, -0.749, 1.660], [0.150, 0.226, 1.115], [0.791, 1.457, 0.266], [-1.237, 0.314, 1.458], [-1.807, -0.133, 2.712], [-0.420, -2.220, 2.136], [0.987, -2.077, 3.282], [1.175, -2.835, 1.656], [2.062, -0.575, 1.576], [-1.849, 0.901, 0.871], [-2.266, 0.738, 3.226], [-2.595, -0.890, 2.523], [-1.044, -0.525, 3.412]],
  "homo_lumo_gap_ev": [8.825, 6.861],
  "lumo_energy_ev": [-8.373, -10.247],
  "total_charge": 2,
  "spin_multiplicity": 5,
  "e_homo_ev": [-17.20, -17.11],
  "energy_ha": -2456.538764
}

=====

11.
{
  "formula": "C8H8N2",
  "method": "the ωB97M-V functional and the def2-TZVPD basis",
  "species": ["C", "C", "C", "C", "C", "C", "C", "C", "N", "N", "H", "H", "H", "H", "H", "H", "H", "H"],
  "xyz": [[1.055, -0.726, 0.902], [-2.723, 0.633, -1.544], [-2.017, 1.756, -1.999], [-2.260, -0.084, -0.453], [-0.666, 1.942, -1.524], [-0.004, -0.058, 0.778], [-1.208, 0.566, 0.330], [3.255, -1.740, 1.632], [2.127, -1.242, 1.132], [-0.394, 1.505, -0.326], [-3.530, 0.218, -2.089], [-2.363, 2.376, -2.749], [-2.757, -1.057, -0.101], [0.023, 2.720, -1.980], [-1.744, 1.198, 1.132], [3.929, -1.817, 0.807], [3.825, -1.218, 2.448], [2.992, -2.853, 1.822]],
  "homo_lumo_gap_ev": [6.341, 6.353],
  "lumo_energy_ev": [-11.453, -11.379],
  "e_above_lowest_kj_mol": 316.8,
  "total_charge": 2,
  "e_homo_ev": [-17.79, -17.73],
  "energy_ha": -418.206965
}

=====

12.
{
  "formula": "C8H8N2O",
  "method": "the ωB97M-V functional and the def2-TZVPD basis",
  "species": ["C", "C", "C", "C", "C", "C", "C", "C", "H", "H", "H", "H", "H", "H", "H", "H", "N", "N", "O"],
  "xyz": [[-0.215, -1.835, 2.148], [0.548, -0.433, 0.291], [1.245, -1.041, -0.766], [1.219, -0.504, -1.994], [0.359, 0.603, -2.071], [-0.221, 1.293, -1.126], [-0.792, 1.456, 1.147], [-0.244, 0.670, 0.208], [-1.547, -1.229, 1.280], [0.066, -3.518, 2.124], [-0.035, -1.166, 3.601], [1.704, -2.031, -0.803], [1.197, -1.506, -2.940], [0.261, 1.049, -3.085], [-1.257, 3.112, -1.435], [-1.273, 0.887, 2.203], [-0.654, 2.588, -0.763], [-1.154, 2.601, 0.529], [0.793, -0.996, 1.452]],
  "homo_lumo_gap_ev": 7.673,
  "lumo_energy_ev": -0.717,
  "e_above_lowest_kj_mol": 1262.9,
  "e_homo_ev": -8.39,
  "energy_ha": -493.952765
}